DFT (the ωB97M-V functional and the def2-TZVPD basis) results for C36H32ILaN3O2Si as an isolated structure in a non-equilibrium geometry.

```
76
C36H32ILaN3O2Si the ωB97M-V functional and the def2-TZVPD basis
La -0.03 0.35 -0.41
C -1.53 2.52 3.96
O -0.93 1.21 4.22
C -0.48 0.78 3.04
N -0.57 1.53 2.02
C -1.18 2.81 2.49
C -2.38 3.27 1.69
C -3.20 4.26 2.23
C -4.31 4.72 1.54
C -4.62 4.20 0.29
C -3.81 3.22 -0.27
C -2.71 2.77 0.44
C 0.11 -0.58 3.07
C 0.24 -1.30 4.24
C 0.78 -2.57 4.18
C 1.18 -3.08 2.95
C 1.01 -2.28 1.83
N 0.49 -1.06 1.88
C 1.40 -2.74 0.48
N 1.27 -2.07 -0.60
C 1.86 -2.90 -1.69
C 2.16 -4.24 -0.98
O 1.94 -3.95 0.43
C 0.99 -3.06 -2.91
C 0.08 -2.09 -3.28
C -0.69 -2.21 -4.43
C -0.54 -3.33 -5.23
C 0.38 -4.31 -4.88
C 1.14 -4.18 -3.73
H -1.09 3.22 4.67
H -2.60 2.42 4.13
H -0.41 3.57 2.42
H -2.97 4.69 3.20
H -4.93 5.49 1.97
H -5.49 4.55 -0.25
H -4.03 2.81 -1.24
H -2.06 2.03 -0.01
H -0.09 -0.86 5.18
H 0.90 -3.16 5.08
H 1.60 -4.06 2.85
H 2.80 -2.42 -1.98
H 3.19 -4.58 -1.08
H 1.47 -5.03 -1.25
H -0.02 -1.20 -2.68
H -1.38 -1.42 -4.71
H -1.13 -3.44 -6.13
H 0.50 -5.18 -5.51
H 1.86 -4.95 -3.49
I -3.12 -1.08 0.92
C -2.09 -0.96 -0.98
H -1.93 -2.01 -1.25
H -2.84 -0.57 -1.67
C -0.41 0.83 -6.74
C -1.08 1.68 -5.87
C -0.51 2.02 -4.65
C 0.74 1.52 -4.27
C 1.39 0.66 -5.15
C 0.82 0.32 -6.38
Si 1.44 1.88 -2.55
C 1.17 3.72 -2.21
C 0.12 4.14 -1.39
C -0.14 5.47 -1.13
C 0.67 6.44 -1.69
C 1.73 6.07 -2.51
C 1.97 4.73 -2.76
H -0.85 0.57 -7.70
H -2.04 2.10 -6.15
H -1.04 2.71 -4.00
H 2.36 0.25 -4.89
H 1.36 -0.34 -7.05
H 2.92 1.71 -2.72
H -0.55 3.40 -0.94
H -0.98 5.76 -0.49
H 0.48 7.49 -1.49
H 2.36 6.82 -2.95
H 2.80 4.45 -3.41
```

Values from the calculation:
Relative energy (zero: lowest compared OMol25 entry of this formula, charge and spin) = 0.0 kcal per mole
HOMO = -9.5598 eV
Electronic energy = -2324.3855 hartree
Charge = +1
Frontier orbital gap = 5.85 eV

=====

DFT (the ωB97M-V functional and the def2-TZVPD basis) results for C36H32N3O5ReSSb as an isolated structure in a non-equilibrium geometry.

```
79
C36H32N3O5ReSSb the ωB97M-V functional and the def2-TZVPD basis
Re 0.29 -0.01 -0.56
O -1.21 0.69 0.66
N -1.65 1.86 0.42
N -1.00 2.55 -0.41
O 0.13 2.07 -0.91
C -1.51 3.75 -0.91
C -2.68 4.28 -0.34
C -3.26 5.38 -0.93
C -2.70 5.95 -2.07
C -1.53 5.44 -2.60
C -0.92 4.35 -2.02
H -3.12 3.84 0.54
H -4.17 5.78 -0.51
H -3.18 6.79 -2.55
H -1.09 5.89 -3.48
H -0.01 3.93 -2.43
O 0.58 -3.71 1.08
C 0.64 -2.53 0.83
O 0.27 -1.99 -0.29
C 1.23 -1.53 1.80
C 1.53 -1.89 3.12
C 2.04 -0.93 3.96
C 2.30 0.36 3.46
C 2.87 1.39 4.25
C 3.16 2.61 3.70
C 2.88 2.86 2.34
C 2.30 1.90 1.56
C 1.99 0.63 2.10
N 1.43 -0.32 1.31
H 1.33 -2.90 3.42
H 2.25 -1.15 4.99
H 3.08 1.19 5.29
H 3.60 3.39 4.30
H 3.13 3.82 1.92
H 2.07 2.08 0.52
C 3.90 0.76 -2.03
C 2.74 0.22 -2.84
O 1.96 -0.74 -2.11
H 4.46 1.48 -2.64
H 4.59 -0.04 -1.76
H 3.56 1.26 -1.13
H 3.11 -0.26 -3.75
H 2.04 1.02 -3.12
H 2.57 -1.36 -1.68
S -1.16 -0.24 -2.39
Sb -0.44 -2.13 -3.66
C 0.97 -3.63 -2.93
C 2.16 -3.87 -3.61
C 3.00 -4.86 -3.14
C 2.67 -5.60 -2.02
C 1.48 -5.35 -1.35
C 0.61 -4.38 -1.82
C 0.07 -0.86 -5.35
C 1.24 -0.95 -6.08
C 1.45 -0.08 -7.15
C 0.49 0.87 -7.47
C -0.68 0.95 -6.73
C -0.89 0.09 -5.67
C -2.35 -3.06 -4.06
C -2.99 -2.87 -5.28
C -4.20 -3.50 -5.51
C -4.76 -4.31 -4.55
C -4.13 -4.49 -3.33
C -2.92 -3.87 -3.08
H 2.42 -3.31 -4.50
H 3.92 -5.07 -3.68
H 3.33 -6.38 -1.66
H 1.21 -5.91 -0.47
H -0.31 -4.21 -1.30
H 1.99 -1.69 -5.86
H 2.35 -0.16 -7.73
H 0.65 1.53 -8.30
H -1.43 1.68 -6.98
H -1.81 0.16 -5.09
H -2.54 -2.25 -6.04
H -4.70 -3.35 -6.46
H -5.69 -4.82 -4.75
H -4.57 -5.13 -2.57
H -2.43 -4.01 -2.12
```

Values from the calculation:
<S²> = 0.760
Relative energy (zero: lowest compared OMol25 entry of this formula, charge and spin) = 43.7 kcal per mole
HOMO (spin up / spin down) = -13.8055 / -13.9289 eV
Spin multiplicity = 2
Electronic energy = -2647.5953 hartree
Charge = +2
Frontier orbital gap (spin up / spin down) = 5.89 / 6.44 eV

=====

DFT (the ωB97M-V functional and the def2-TZVPD basis) results for C36H34BiBrClF3N3O2Te as an isolated structure in a non-equilibrium geometry.

```
82
C36H34BiBrClF3N3O2Te the ωB97M-V functional and the def2-TZVPD basis
Bi 0.28 1.50 0.57
Cl -2.47 6.12 6.02
C -2.00 5.30 4.55
C -2.30 5.90 3.31
C -1.92 5.27 2.16
C -1.23 4.01 2.16
O -0.92 3.51 1.04
C -0.91 3.43 3.44
C -0.18 2.25 3.69
N 0.29 1.33 2.89
C 0.95 0.20 3.40
C 0.98 -0.18 4.72
C 1.62 -1.36 5.14
C 2.22 -2.20 4.25
C 2.24 -1.85 2.89
C 2.84 -2.65 1.90
C 2.88 -2.23 0.60
C 2.33 -0.98 0.28
N 1.74 -0.23 1.17
C 1.64 -0.64 2.46
C -1.32 4.13 4.61
H -2.84 6.83 3.28
H -2.12 5.71 1.20
H 0.03 2.11 4.75
H 0.49 0.42 5.48
H 1.60 -1.61 6.20
H 2.69 -3.12 4.57
H 3.28 -3.60 2.18
H 3.35 -2.82 -0.17
H 2.38 -0.58 -0.72
H -1.09 3.69 5.58
C -2.41 -2.49 -6.10
C -3.41 -1.68 -5.25
C -3.88 -0.46 -6.04
C -4.63 -2.58 -5.00
C -2.72 -1.27 -3.95
C -1.53 -0.55 -4.00
C -0.82 -0.34 -2.84
Br 0.81 0.67 -2.91
C -1.17 -0.86 -1.56
O -0.33 -0.84 -0.59
C -2.50 -1.37 -1.49
C -3.19 -1.60 -2.68
C -3.19 -1.77 -0.17
C -4.64 -1.29 -0.17
C -3.13 -3.30 -0.06
C -2.53 -1.17 1.08
H -2.90 -2.87 -7.00
H -2.03 -3.34 -5.53
H -1.56 -1.87 -6.40
H -4.36 -0.78 -6.97
H -3.04 0.19 -6.30
H -4.59 0.13 -5.46
H -5.03 -2.92 -5.95
H -5.41 -2.04 -4.47
H -4.35 -3.46 -4.42
H -1.14 -0.16 -4.93
H -4.16 -2.08 -2.61
H -5.24 -1.75 -0.95
H -4.68 -0.20 -0.30
H -5.11 -1.53 0.79
H -3.62 -3.77 -0.91
H -3.61 -3.65 0.86
H -2.08 -3.63 -0.05
H -2.54 -0.08 1.03
H -1.49 -1.49 1.17
H -3.08 -1.49 1.97
F 9.11 2.39 0.10
C 8.56 1.15 0.14
F 9.17 0.51 1.16
F 8.97 0.54 -0.99
C 7.08 1.18 0.26
C 6.43 0.94 1.47
C 5.05 0.98 1.49
N 4.29 1.23 0.42
C 4.93 1.46 -0.73
C 6.31 1.47 -0.86
H 6.99 0.71 2.36
H 4.50 0.80 2.41
H 4.29 1.67 -1.58
H 6.78 1.68 -1.81
Te 2.33 3.28 0.74
```

Values from the calculation:
Relative energy (zero: lowest compared OMol25 entry of this formula, charge and spin) = 46.0 kcal per mole
HOMO = -3.1671 eV
Electronic energy = -5523.5164 hartree
Charge = -1
Frontier orbital gap = 4.54 eV

=====

DFT (the ωB97M-V functional and the def2-TZVPD basis) results for C36H34Br2F3N6O7PS2SeSiTi as an isolated structure in a non-equilibrium geometry.

```
94
C36H34Br2F3N6O7PS2SeSiTi the ωB97M-V functional and the def2-TZVPD basis
Ti -0.86 -0.33 0.65
Br -3.46 2.97 -1.64
C -3.99 1.17 -1.43
C -5.12 0.68 -2.07
C -5.51 -0.62 -1.85
Br -7.06 -1.26 -2.74
C -4.81 -1.48 -0.98
C -5.14 -2.81 -0.66
C -4.39 -3.48 0.28
C -3.28 -2.85 0.87
N -2.90 -1.63 0.55
C -3.66 -0.95 -0.35
C -3.21 0.38 -0.60
O -2.12 0.80 -0.03
H -5.69 1.31 -2.73
H -5.98 -3.28 -1.14
H -4.64 -4.49 0.57
H -2.68 -3.35 1.61
Se 2.88 -2.12 3.14
C 1.48 -1.70 2.20
N 0.52 -1.41 1.62
F -4.48 0.18 2.15
C -3.78 1.06 2.84
F -3.35 2.02 1.99
F -4.59 1.67 3.71
S -2.29 0.26 3.67
O -2.83 -0.55 4.70
O -1.57 1.44 4.17
O -1.67 -0.46 2.58
O 0.37 0.39 -0.30
Si 1.44 0.97 -1.34
C 3.07 0.15 -0.81
C 4.12 0.85 -0.24
C 5.24 0.19 0.24
C 5.33 -1.19 0.16
C 4.29 -1.90 -0.41
C 3.17 -1.24 -0.88
C 0.90 0.41 -3.07
C -0.46 0.23 -3.31
C -0.92 -0.26 -4.52
C -0.02 -0.55 -5.53
C 1.34 -0.35 -5.32
C 1.79 0.11 -4.09
C 1.40 2.87 -1.33
C 2.36 3.64 -1.96
C 2.26 5.02 -2.00
C 1.18 5.65 -1.41
C 0.21 4.90 -0.77
C 0.32 3.52 -0.74
H 4.05 1.93 -0.17
H 6.06 0.76 0.69
H 6.20 -1.70 0.53
H 4.36 -2.98 -0.49
H 2.35 -1.81 -1.31
H -1.16 0.45 -2.51
H -1.97 -0.44 -4.67
H -0.37 -0.92 -6.48
H 2.04 -0.58 -6.11
H 2.85 0.24 -3.93
H 3.20 3.15 -2.43
H 3.02 5.61 -2.51
H 1.09 6.73 -1.46
H -0.65 5.39 -0.34
H -0.45 2.91 -0.27
C 2.31 -4.98 1.13
C 1.26 -4.84 0.07
C 0.90 -5.92 -0.73
C -0.11 -5.68 -1.65
N -0.68 -4.50 -1.80
C -0.24 -3.52 -1.01
S -0.92 -1.96 -1.31
N 0.69 -3.65 -0.07
H 2.90 -5.88 0.97
H 1.84 -5.05 2.11
H 2.96 -4.12 1.13
H 1.38 -6.88 -0.64
H -0.48 -6.48 -2.29
N -1.25 3.69 2.91
C 0.21 3.84 2.92
P 0.84 2.16 2.31
O 2.06 2.30 1.48
O -0.42 1.55 1.80
C 1.52 1.23 3.81
N 2.93 1.02 3.48
H -1.50 3.37 1.96
H -1.77 4.53 3.18
H -1.47 2.82 3.52
H 0.57 4.09 3.92
H 0.54 4.59 2.20
H 0.98 0.28 3.88
H 1.39 1.75 4.76
H 2.99 1.43 2.48
H 3.16 -0.03 3.43
H 3.58 1.51 4.09
```

Values from the calculation:
Relative energy (zero: lowest compared OMol25 entry of this formula, charge and spin) = 58.0 kcal per mole
HOMO = -7.1607 eV
Electronic energy = -12373.5404 hartree
Frontier orbital gap = 6.68 eV

=====

DFT (the ωB97M-V functional and the def2-TZVPD basis) results for C36H34F2FeN5Se as an isolated structure in a non-equilibrium geometry.

```
79
C36H34F2FeN5Se the ωB97M-V functional and the def2-TZVPD basis
Fe 0.10 0.18 0.06
C -0.06 3.33 0.76
C -0.52 3.12 2.20
C -1.97 2.64 2.30
C 0.47 2.30 3.00
C 1.28 2.98 3.91
C 2.18 2.31 4.72
C 2.28 0.93 4.62
C 1.52 0.21 3.71
C 1.75 -1.29 3.60
C 1.27 -2.02 4.85
C 3.22 -1.61 3.35
C 0.60 0.90 2.89
N -0.13 0.17 1.91
C -1.07 -0.76 2.31
C -1.82 -0.73 3.48
C -2.77 -1.72 3.74
C -2.99 -2.76 2.85
C -2.25 -2.81 1.67
C -1.32 -1.83 1.46
F -0.55 -1.87 0.30
H -0.79 3.91 0.19
H 0.07 2.39 0.22
H 0.90 3.85 0.73
H -0.50 4.12 2.66
H -2.12 1.68 1.82
H -2.64 3.36 1.83
H -2.27 2.55 3.35
H 1.18 4.05 3.99
H 2.79 2.86 5.42
H 2.99 0.40 5.26
H 1.18 -1.65 2.75
H 1.82 -1.67 5.73
H 1.45 -3.10 4.76
H 0.21 -1.87 5.03
H 3.83 -1.42 4.23
H 3.63 -1.01 2.54
H 3.34 -2.67 3.09
H -1.67 0.08 4.18
H -3.35 -1.67 4.65
H -3.74 -3.51 3.05
H -2.38 -3.59 0.93
F 4.52 3.45 -2.78
C 3.51 2.56 -2.68
C 3.79 1.21 -2.82
C 2.76 0.30 -2.70
C 1.44 0.70 -2.42
C 0.36 -0.24 -2.22
C 1.20 2.08 -2.32
C 2.23 3.01 -2.44
H 4.80 0.90 -3.04
H 2.97 -0.76 -2.82
H 0.50 -1.30 -2.38
H -0.65 0.13 -2.21
H 0.19 2.42 -2.15
H 2.05 4.07 -2.36
Se -4.63 0.37 -0.15
C -2.88 0.52 -0.31
N -1.72 0.62 -0.41
N 9.25 -4.77 -1.77
C 8.37 -4.10 -1.45
C 7.27 -3.25 -1.06
C 5.97 -3.61 -1.38
C 4.91 -2.80 -1.02
C 5.16 -1.62 -0.33
C 6.46 -1.26 0.00
C 7.51 -2.07 -0.37
N 4.08 -0.77 0.03
C 4.17 0.54 0.49
C 2.89 0.98 0.65
N 2.03 -0.03 0.28
C 2.76 -1.05 -0.08
H 5.78 -4.54 -1.92
H 3.91 -3.09 -1.29
H 6.66 -0.36 0.56
H 8.52 -1.80 -0.11
H 5.10 1.04 0.65
H 2.55 1.93 1.02
H 2.37 -2.00 -0.39
```

Values from the calculation:
<S²> = 0.770
HOMO (spin up / spin down) = -7.3275 / -7.1371 eV
Spin multiplicity = 2
Electronic energy = -5530.8066 hartree
Frontier orbital gap (spin up / spin down) = 6.24 / 5.92 eV

=====

DFT (the ωB97M-V functional and the def2-TZVPD basis) results for C36H34FeN5S as an isolated structure in a non-equilibrium geometry.

```
77
C36H34FeN5S the ωB97M-V functional and the def2-TZVPD basis
Fe 0.15 0.47 -0.46
C 4.35 1.00 -0.78
C 4.72 1.07 0.55
C 3.74 1.00 1.53
C 2.42 0.86 1.14
N 2.07 0.80 -0.15
C 3.00 0.87 -1.09
C 1.27 0.74 2.07
C 1.31 0.72 3.46
C 0.11 0.56 4.14
C -1.08 0.40 3.44
C -1.04 0.44 2.06
N 0.11 0.62 1.43
C -2.20 0.28 1.13
C -3.51 0.19 1.54
C -4.50 0.07 0.57
C -4.15 0.04 -0.76
C -2.80 0.14 -1.09
N -1.86 0.25 -0.16
H 5.08 1.06 -1.57
H 5.76 1.19 0.82
H 4.00 1.06 2.58
H 2.66 0.84 -2.12
H 2.24 0.83 3.99
H 0.11 0.54 5.22
H -2.01 0.26 3.97
H -3.77 0.23 2.59
H -5.54 0.01 0.87
H -4.89 -0.04 -1.54
H -2.47 0.15 -2.12
C 1.78 4.20 1.21
N 0.57 4.96 1.02
C 0.71 6.21 0.30
C -0.61 4.18 0.74
C -0.64 3.57 -0.65
C -1.05 4.30 -1.77
C -1.04 3.78 -3.06
C -0.63 2.47 -3.31
C -0.25 1.76 -2.18
C -0.22 2.28 -0.92
H 2.58 4.87 1.53
H 2.14 3.68 0.30
H 1.63 3.46 2.00
H 1.49 6.81 0.78
H -0.22 6.77 0.36
H 0.98 6.10 -0.76
H -1.50 4.79 0.90
H -0.63 3.36 1.48
H -1.41 5.32 -1.62
H -1.37 4.40 -3.89
H -0.63 2.06 -4.30
H 0.06 0.67 -2.29
N 0.45 -1.47 -0.40
S -0.45 -2.56 -1.17
C 0.65 -3.77 -1.87
C 1.99 -3.46 -2.05
C 2.81 -4.40 -2.66
C 2.29 -5.61 -3.09
C 0.94 -5.90 -2.92
C 0.10 -4.98 -2.31
C -1.31 -3.51 0.04
C -2.69 -3.39 0.06
C -3.41 -4.09 1.03
C -2.74 -4.89 1.94
C -1.36 -5.00 1.91
C -0.63 -4.32 0.95
H 1.01 -1.90 0.34
H 2.38 -2.51 -1.71
H 3.86 -4.19 -2.80
H 2.93 -6.34 -3.57
H 0.53 -6.84 -3.26
H -0.95 -5.20 -2.17
H -3.20 -2.77 -0.67
H -4.49 -4.02 1.05
H -3.31 -5.44 2.68
H -0.84 -5.63 2.62
H 0.45 -4.42 0.90
```

Values from the calculation:
<S²> = 0.773
Relative energy (zero: lowest compared OMol25 entry of this formula, charge and spin) = 0.0 kcal per mole
HOMO (spin up / spin down) = -12.5549 / -12.5512 eV
Spin multiplicity = 2
Electronic energy = -3327.3897 hartree
Charge = +2
Frontier orbital gap (spin up / spin down) = 6.55 / 6.29 eV